A.
This record from OMol25 describes a cluster of 3 separate species, C4H16NO2 in total. The level of theory is ωB97M-V/def2-TZVPD.

Calculated values
LUMO level, eV: -3.08
HOMO, eV: -15.2
Charge: +1
Orbital gap, eV: 12.136

```
23
Properties=species:S:1:pos:R:3:lowdin_charge:R:1
C 1.602 0.418 -1.087 -0.0448
C 0.489 -0.429 -0.457 -0.3555
C 1.184 -1.285 0.591 -0.2160
C 0.356 -2.580 0.876 -0.0802
N -0.688 0.302 0.161 0.2111
H 2.031 -0.221 -1.860 0.0993
H 2.355 0.779 -0.376 0.0936
H 1.288 1.331 -1.606 0.0816
H 0.064 -1.019 -1.268 0.1446
H 2.115 -1.706 0.176 0.1234
H 1.502 -0.756 1.499 0.1286
H -0.154 -2.890 -0.050 0.0816
H 1.096 -3.362 1.066 0.0813
H -0.383 -2.461 1.664 0.0683
H -1.046 -0.217 0.966 0.1571
H -0.335 1.243 0.415 0.1258
H -1.461 0.267 -0.513 0.1213
H -0.100 2.940 2.119 0.0613
H -1.680 2.751 2.120 0.0691
O -0.831 2.384 1.867 -0.0301
H -1.784 1.798 -2.458 0.0529
H -3.198 1.551 -1.709 0.0662
O -2.423 1.161 -2.135 -0.0403
```

B.
This record from OMol25 describes a cluster of 3 separate species, C4H16NO2 in total. The level of theory is ωB97M-V/def2-TZVPD.

Calculated values
LUMO level, eV: -3.10
HOMO, eV: -14.5
Charge: +1
Orbital gap, eV: 11.381

```
23
Properties=species:S:1:pos:R:3:lowdin_charge:R:1
C -1.124 -0.085 0.843 -0.0863
C -1.577 -0.596 -0.549 -0.1838
C -0.657 -1.805 -1.108 -0.2693
C -0.353 -1.530 -2.595 -0.1150
N 0.133 0.895 0.529 0.1557
H -0.792 -0.936 1.564 0.1480
H -1.871 0.499 1.414 0.1216
H -1.346 0.033 -1.394 0.0667
H -2.674 -1.017 -0.588 0.1614
H -1.087 -2.770 -1.006 0.0759
H 0.249 -2.034 -0.385 0.1334
H -0.007 -0.491 -2.602 0.0572
H 0.260 -2.374 -3.006 0.0968
H -1.270 -1.470 -3.230 0.0944
H 0.688 1.332 1.262 0.1074
H 0.851 0.593 -0.195 0.1734
H -0.296 1.723 0.020 0.1566
H 1.495 4.040 1.028 0.1168
H 0.453 4.361 2.161 0.1209
O 0.478 3.817 1.249 -0.1727
H 3.515 -0.693 1.766 0.0931
H 2.364 -1.102 2.779 0.1024
O 2.568 -0.391 2.041 -0.1548
```

Result of the stability comparison: A is the most stable of them.

A.
This record from OMol25 describes a cluster of 3 separate species, C4H16NO2 in total. The level of theory is ωB97M-V/def2-TZVPD.

Calculated values
LUMO level, eV: -3.26
HOMO, eV: -15.0
Charge: +1
Orbital gap, eV: 11.725

```
23
Properties=species:S:1:pos:R:3:lowdin_charge:R:1
C -0.927 0.593 0.222 -0.1927
C 0.094 1.461 0.915 -0.4025
C -0.721 2.343 1.927 -0.0598
C 1.056 0.587 1.712 -0.0730
N -0.232 -0.131 -0.845 0.1237
H -1.538 -0.200 0.785 0.1741
H -1.691 1.274 -0.305 0.1642
H 0.508 2.322 0.248 0.1760
H -1.702 1.922 2.138 0.0847
H -0.129 2.326 2.788 0.0413
H -0.734 3.468 1.728 0.1137
H 0.914 0.545 2.822 0.1062
H 2.042 1.087 1.885 0.1068
H 1.332 -0.328 1.354 0.0316
H -0.832 -0.478 -1.668 0.1858
H 0.564 0.446 -1.134 0.1487
H 0.014 -1.162 -0.665 0.1916
H 1.615 -0.461 -3.802 0.0039
H 0.411 -1.346 -3.779 0.0704
O 0.781 -0.512 -3.456 -0.0058
H 0.439 -4.536 -0.652 -0.0057
H -0.835 -4.894 -1.402 0.0034
O -0.427 -4.326 -0.818 0.0133
```

B.
This record from OMol25 describes a cluster of 3 separate species, C4H16NO2 in total. The level of theory is ωB97M-V/def2-TZVPD.

Calculated values
LUMO level, eV: -2.91
HOMO, eV: -14.3
Charge: +1
Orbital gap, eV: 11.385

```
23
Properties=species:S:1:pos:R:3:lowdin_charge:R:1
C 1.083 -0.513 0.311 -0.1234
C -0.043 -1.037 1.409 -0.1980
C -0.534 0.058 2.200 -0.2995
C -1.609 0.817 1.484 -0.0941
N 0.414 0.199 -0.889 0.1001
H 2.008 0.050 0.700 0.1415
H 1.523 -1.500 -0.045 0.1291
H -0.740 -1.631 0.830 0.1123
H 0.529 -1.754 1.991 0.1161
H -0.983 -0.498 2.990 0.1150
H 0.201 0.698 2.614 0.1136
H -1.252 1.556 0.829 0.0366
H -2.430 1.299 2.108 0.1143
H -2.146 -0.028 1.022 0.0875
H -0.278 0.971 -0.556 0.1495
H -0.303 -0.528 -1.263 0.1240
H 1.320 0.704 -1.269 0.1000
H -2.228 -1.344 -2.655 0.0407
H -0.961 -1.956 -3.144 0.0691
O -1.313 -1.333 -2.516 -0.0032
H 2.669 1.785 -2.851 0.0733
H 2.629 2.386 -1.351 0.1234
O 2.443 1.601 -1.948 -0.0279
```

Result of the stability comparison: B is the most stable of them.

A.
This record from OMol25 describes a cluster of 2 separate species, C6H3NO in total. The level of theory is ωB97M-V/def2-TZVPD.

Calculated values
LUMO level, eV: -1.39
HOMO, eV: -9.2
Charge: 0
Orbital gap, eV: 7.772

```
11
Properties=species:S:1:pos:R:3:lowdin_charge:R:1
C -0.321 0.989 -0.270 -0.2225
C -1.918 0.674 0.037 -0.1207
C -0.822 -1.315 -0.184 0.0296
C 0.214 -0.442 -0.357 -0.2668
C 1.675 -0.548 -0.303 -0.1073
C 2.933 -0.183 0.151 0.0441
H -2.793 1.404 -0.199 0.1440
H -1.098 -2.516 -0.227 0.1708
H 3.990 0.342 1.112 0.2169
N -2.121 -0.511 0.341 0.0487
O 0.260 2.105 -0.100 0.0633
```

B.
This record from OMol25 describes an isolated molecule of C6H3NO. The level of theory is ωB97M-V/def2-TZVPD.

Calculated values
LUMO level, eV: -1.56
HOMO, eV: -9.9
SMILES: C#CC1=CC(=O)C=N1
Charge: 0
Orbital gap, eV: 8.301

```
11
Properties=species:S:1:pos:R:3:lowdin_charge:R:1
C 3.216 -0.574 0.093 0.1595
C 2.020 -0.421 0.020 -0.0374
C 0.598 -0.080 -0.184 -0.2543
C -0.186 0.670 -0.908 0.0301
C -1.480 0.444 -0.299 -0.3428
O -2.312 1.373 -0.354 0.0803
C -1.359 -0.675 0.781 -0.0097
N -0.053 -0.968 0.814 0.0904
H 4.158 -0.853 0.142 -0.0167
H 0.033 1.258 -1.738 0.1162
H -2.182 -0.799 1.711 0.1844
```

C.
This record from OMol25 describes an isolated molecule of C6H3NO. The level of theory is ωB97M-V/def2-TZVPD.

Calculated values
LUMO level, eV: -1.81
HOMO, eV: -9.8
SMILES: N#CC1=CC=CC1=O
Charge: 0
Orbital gap, eV: 7.950

```
11
Properties=species:S:1:pos:R:3:lowdin_charge:R:1
N 3.478 0.431 0.060 0.1372
C 2.295 0.601 0.240 -0.1405
C 0.933 0.240 -0.250 -0.1165
C 0.382 -1.053 -0.252 -0.0175
C -1.211 -0.932 -0.078 -0.0198
C -1.651 0.383 0.312 -0.0193
C -0.457 1.226 0.032 -0.2716
O -0.457 2.459 -0.318 0.0369
H 0.929 -2.043 -0.295 0.1242
H -1.628 -2.053 -0.296 0.1452
H -2.613 0.740 0.844 0.1417
```

Result of the stability comparison: C is the most stable of them.